No. 1
A structure of composition C19H29F3FeNO4P2. Source: OMol25; level of theory: ωB97M-V/def2-TZVPD.

## Properties
Multiplicity ... 6
Net charge ... 0
⟨S²⟩ ... 8.764
HOMO energy (spin up / spin down) ... -6.38 / -8.52 eV
Total energy ... -90968.9143 eV

Geometry as XYZ:
```
59
Properties=species:S:1:pos:R:3:mulliken_charge:R:1
C 1.307 -2.453 -0.312 0.675
H -0.860 2.134 -1.683 0.252
C 0.140 -2.633 -1.236 -1.221
H -1.184 -0.946 1.126 0.113
H -2.848 -1.705 -1.556 0.274
C -2.637 1.347 1.110 0.108
H 1.486 -0.402 -2.844 0.365
H -2.572 0.751 2.025 0.303
C 0.921 2.678 2.268 -1.279
C 0.424 -0.493 -3.114 -1.379
H -0.860 0.700 3.959 0.357
N 1.339 -1.314 0.433 0.687
H -1.749 -4.592 0.510 0.301
H 2.293 -4.259 -0.871 0.510
H -3.985 -1.339 0.430 0.286
C 3.431 -3.132 0.602 -0.604
C 2.446 1.730 -1.347 0.352
H 4.265 -1.699 2.012 0.508
C 2.347 -3.378 -0.233 -0.882
O -1.966 -4.015 -0.233 -0.738
F 4.235 2.819 -2.637 -0.268
P 0.677 0.899 2.122 0.943
H -4.663 3.690 -0.341 0.378
F 2.973 4.112 -1.384 -0.263
C 2.394 0.227 2.015 -1.633
H -2.451 -1.348 0.838 -0.121
F 2.147 3.211 -3.221 -0.266
C 2.392 -1.062 1.245 0.884
H -2.843 3.584 -2.058 0.397
C -1.691 2.110 -0.974 0.250
H -4.499 2.263 1.709 0.390
H 0.066 0.489 -3.446 0.335
H 2.776 0.073 3.032 0.650
H 1.546 2.909 3.142 0.421
O -3.232 -1.937 0.574 -0.841
Fe -0.168 -0.078 0.322 -1.460
H 0.452 -3.106 -2.178 0.595
C -3.812 3.019 -0.204 -0.494
H 0.296 -1.232 -3.918 0.482
H 0.847 0.644 4.530 0.445
C 3.447 -1.957 1.345 -0.894
H -2.605 -0.360 -2.709 0.383
O 1.389 2.011 -0.706 -0.625
C -1.626 1.259 0.140 1.233
H 4.252 -3.838 0.669 0.413
O 3.064 0.661 -1.455 -0.672
C 2.980 2.982 -2.152 0.785
H -2.579 -3.272 0.120 0.426
H -2.121 -2.030 -3.177 0.421
H 1.394 3.030 1.341 0.321
H 0.097 -0.791 3.747 0.380
H 3.025 0.979 1.513 0.349
P -0.556 -0.978 -1.672 1.186
C -2.196 -1.312 -2.348 -1.256
H -0.707 -3.286 -0.772 0.305
C -3.723 2.219 0.940 -0.818
C 0.143 0.305 3.757 -1.409
C -2.793 2.959 -1.163 -0.711
H -0.064 3.149 2.365 0.368
```


No. 2
A cluster of 2 separate species, C6H10NO2PS in total. Source: OMol25; level of theory: ωB97M-V/def2-TZVPD.

## Properties
ΔE to the lowest compared entry with this formula, charge and spin ... 2.4723 eV
Net charge ... 0
HOMO energy ... -7.90 eV
Total energy ... -32088.8884 eV

Geometry as XYZ:
```
21
Properties=species:S:1:pos:R:3:mulliken_charge:R:1
C 0.699 -0.382 0.110 -0.231
H 0.070 -2.698 -1.128 0.316
C -0.035 -0.576 -0.983 0.727
H -1.628 0.974 0.565 0.033
S -4.430 -0.289 0.287 0.633
H 3.182 1.104 3.126 0.353
C 2.351 1.152 1.109 -0.064
H 2.552 1.470 0.088 0.340
H -0.822 2.170 -0.757 0.041
H 1.287 -1.915 -2.084 0.314
C 1.231 0.202 1.190 -0.352
C 0.239 -1.870 -1.766 -1.380
H -0.408 -1.945 -2.625 0.368
P -1.929 1.422 -0.600 -0.130
N -1.125 0.152 -1.430 -0.335
O -3.656 -0.756 -0.809 -0.353
O -3.962 -0.867 1.516 -0.355
C 3.150 1.319 2.144 -0.832
H 4.131 1.853 1.950 0.191
H 0.843 -0.136 2.119 0.365
H -1.740 -0.383 -2.022 0.352
```


No. 3
A cluster of 6 separate species, C18H52N8O6 in total. Source: OMol25; level of theory: ωB97M-V/def2-TZVPD.

## Properties
ΔE to the lowest compared entry with this formula, charge and spin ... 0.4217 eV
Net charge ... 0
SMILES ... COC[C@H](C)N.COC[C@H](C)N.COC[C@H](C)N.COC[C@H](C)N.NC(N)=O.NC(N)=O
HOMO energy ... -8.44 eV
Total energy ... -43714.5664 eV

Geometry as XYZ:
```
84
Properties=species:S:1:pos:R:3:mulliken_charge:R:1
C 1.430 -2.802 4.294 -1.321
H -1.509 -5.004 -5.538 0.214
H -5.464 4.807 -1.922 0.250
H 2.216 -0.981 -4.376 0.278
O 3.968 -4.131 5.180 -0.281
H 5.443 4.094 -4.045 0.243
C -5.004 4.235 -2.729 -0.850
C -0.258 -0.529 0.005 0.583
C 2.552 -0.763 -3.356 -1.421
H -1.547 2.322 -1.525 -0.025
H 5.335 -5.145 3.947 0.309
H -3.242 0.721 4.515 0.181
H 1.584 -2.892 3.218 0.402
H 4.490 0.733 -4.538 0.444
O -0.432 -4.213 -3.245 -0.614
H 5.909 2.397 -3.652 0.321
H -2.768 4.614 3.779 0.302
H -1.436 -1.945 -2.760 0.175
N -2.981 -0.128 2.543 -0.604
H 5.995 -4.066 5.123 0.248
C -1.344 0.001 4.378 -1.964
H -4.438 4.605 3.156 0.257
H 2.930 -4.998 3.601 0.400
N 1.786 1.515 -2.657 -0.278
H -0.175 1.432 -3.405 0.040
C 5.198 -4.792 4.979 -0.788
H 1.473 -4.799 6.913 0.274
H -3.704 1.813 -2.858 0.358
H -1.528 -1.043 4.617 0.441
C 2.898 -4.884 4.690 -0.735
C 5.229 3.045 -4.217 -0.778
H 2.238 -3.425 6.861 0.299
H 3.694 0.623 -2.432 0.054
H -1.550 2.573 3.874 0.420
H 1.425 1.041 -1.821 0.208
H -1.120 0.541 5.307 0.490
O 0.791 -0.270 -0.593 -0.790
O -3.587 2.757 3.312 -0.339
H -2.701 -2.158 -3.958 0.182
H 3.440 -1.366 -3.165 0.447
H 2.996 1.285 -5.308 0.301
C -3.173 2.771 -3.020 -0.841
H -3.735 0.371 2.082 0.246
C -2.514 0.689 3.686 0.929
H -2.440 -3.662 -5.669 0.149
H 0.484 -0.791 1.925 0.145
H -5.728 3.429 -2.926 0.326
H 2.291 -2.208 4.630 0.324
H 2.831 -5.857 5.191 0.355
H -3.276 -1.050 2.841 0.199
N -1.833 -2.430 -3.544 -0.326
C 1.615 -4.139 5.032 0.398
H 0.523 -2.325 4.640 0.215
C -1.750 2.561 -2.571 1.001
C -2.342 2.123 3.261 -0.812
H 5.240 -5.669 5.630 0.300
N -1.736 -4.123 -5.121 -0.384
H -3.138 4.301 2.026 0.240
H -1.422 1.477 -4.313 0.348
H 5.492 2.843 -5.271 0.312
H -0.983 4.030 -3.931 0.334
H -1.380 0.013 -1.569 0.084
O 3.873 2.695 -4.092 -0.322
N -1.206 1.408 -3.316 -0.500
H 0.782 -4.739 4.644 0.367
H -1.354 4.671 -2.383 0.419
O -3.724 3.850 -2.313 -0.244
C 2.887 0.730 -3.183 0.680
C 3.587 1.337 -4.385 -0.858
H 0.164 3.726 -2.619 0.341
H -2.296 -0.482 -0.082 0.138
H -5.016 4.846 -3.642 0.319
C -0.888 3.803 -2.861 -1.613
H 2.156 2.413 -2.363 0.271
H -1.268 -0.878 1.750 0.042
C -1.280 -3.646 -3.910 0.524
C -3.452 4.149 3.064 -0.669
H -2.018 2.192 2.212 0.201
N -0.331 -0.817 1.348 -0.134
H 1.803 -1.083 -2.635 0.290
H -3.245 2.848 -4.116 0.370
N -1.477 -0.433 -0.658 -0.185
N 1.423 -3.884 6.458 -0.737
H -0.377 0.123 3.879 0.421
```


No. 4
A structure of composition C12H9ClIKN2OS5Sb. Source: OMol25; level of theory: ωB97M-V/def2-TZVPD.

## Properties
ΔE to the lowest compared entry with this formula, charge and spin ... 0.8361 eV
Multiplicity ... 2
Net charge ... -2
⟨S²⟩ ... 0.763
HOMO energy (spin up / spin down) ... -1.24 / -1.78 eV
Total energy ... -115284.5207 eV

Geometry as XYZ:
```
33
Properties=species:S:1:pos:R:3:mulliken_charge:R:1
Cl 3.396 3.488 -1.154 -0.335
Sb -5.249 -0.667 1.195 0.526
N -0.752 0.755 0.175 -0.091
S -6.436 0.679 -0.276 -0.725
H 1.213 2.719 -2.494 0.378
K -1.728 -0.374 2.419 0.908
C 1.461 -2.199 -1.382 -0.483
H -2.309 0.682 -1.135 0.442
C 2.465 2.483 -0.065 0.649
H -0.532 -2.682 -2.152 0.397
N -0.549 -2.547 -0.095 0.191
H -0.384 -1.043 -1.506 -0.244
H -1.556 -2.358 0.119 -0.260
S -0.114 -3.754 2.214 -0.385
H 3.923 2.642 1.490 0.382
S 1.954 -3.001 0.183 -0.201
I 3.025 0.929 3.951 -0.038
C 1.024 0.811 1.747 1.019
C 2.975 2.219 1.187 -0.490
O 0.430 0.044 2.540 -0.914
C 1.226 1.971 -0.475 0.310
C -1.299 1.037 -0.980 -0.861
C 0.278 -3.058 0.790 0.170
H 1.823 -2.828 -2.193 0.374
S -4.370 0.640 2.951 -0.821
C -0.067 -2.078 -1.361 -0.077
H 1.950 -1.227 -1.440 0.263
C 0.645 2.189 -1.741 -0.910
C -0.618 1.727 -1.996 -0.542
C 0.483 1.182 0.450 -0.131
S -3.491 -1.674 -0.046 -0.640
H -1.084 1.893 -2.957 0.430
C 2.268 1.399 2.039 -0.292
```


No. 5
An isolated molecule of C4H9NO2. Source: OMol25; level of theory: ωB97M-V/def2-TZVPD.

## Properties
ΔE to the lowest compared entry with this formula, charge and spin ... 0.7649 eV
Net charge ... 0
SMILES ... NC(=O)CCCO
HOMO energy ... -9.57 eV
Total energy ... -9879.2958 eV

Geometry as XYZ:
```
16
Properties=species:S:1:pos:R:3:mulliken_charge:R:1
H -2.234 1.084 -1.105 0.280
O 1.664 -1.612 1.766 -0.596
H -1.762 -1.235 -0.798 0.337
H 0.080 2.269 -0.629 0.336
C 1.238 -0.791 0.976 0.432
H -0.692 0.747 -1.908 0.340
C 0.268 -1.197 -0.137 -0.601
C -1.188 0.803 -0.928 -0.484
H 0.967 1.199 0.803 0.342
N 1.696 0.510 0.944 -0.430
C -1.124 -0.546 -0.230 -0.439
O -0.596 1.819 -0.117 -0.609
H 0.142 -2.272 0.002 0.262
H 2.339 0.720 1.695 0.242
H -1.586 -0.449 0.760 0.277
H 0.788 -1.049 -1.094 0.310
```


No. 6
A structure of composition C4H3LaO. Source: OMol25; level of theory: ωB97M-V/def2-TZVPD.

## Properties
ΔE to the lowest compared entry with this formula, charge and spin ... 0.0000 eV
Multiplicity ... 2
Net charge ... +3
⟨S²⟩ ... 0.755
HOMO energy (spin up / spin down) ... -24.20 / -24.19 eV
Total energy ... -7063.7928 eV

Geometry as XYZ:
```
9
Properties=species:S:1:pos:R:3:mulliken_charge:R:1
H 1.698 -2.416 0.179 0.429
O -0.970 1.555 -0.377 -0.379
H -1.983 -0.169 -0.685 0.419
La 1.451 2.482 -0.567 2.427
C 1.441 -0.065 0.097 -0.325
H -1.766 0.357 0.999 0.410
C 1.229 -1.434 0.164 0.244
C 0.164 -0.623 0.183 -0.179
C -1.263 0.314 0.007 -0.045
```


No. 7
A cluster of 2 separate species, C5H10O in total. Source: OMol25; level of theory: ωB97M-V/def2-TZVPD.

## Properties
ΔE to the lowest compared entry with this formula, charge and spin ... 2.6098 eV
Net charge ... 0
SMILES ... CC1=C[C@@H]1C.O
HOMO energy ... -9.32 eV
Total energy ... -7392.1555 eV

Geometry as XYZ:
```
16
Properties=species:S:1:pos:R:3:mulliken_charge:R:1
C -1.618 1.344 -0.463 -1.399
H -0.885 2.006 -0.936 0.291
H -1.547 -0.753 0.234 0.259
H 2.611 0.101 0.321 0.287
O 0.657 -2.518 0.988 -0.658
H -2.488 1.270 -1.124 0.363
C 0.547 -0.008 -0.144 0.016
C 0.093 -0.411 -1.291 -0.382
H 0.493 -2.201 0.086 0.390
C -0.941 0.005 -0.285 0.388
H 1.665 1.584 0.574 0.321
H 1.557 0.251 1.740 0.277
H -0.156 -2.287 1.453 0.312
H -1.928 1.793 0.487 0.329
C 1.660 0.494 0.681 -1.166
H 0.280 -0.673 -2.321 0.373
```


No. 8
A cluster of 2 separate species, C4H9N2 in total. Source: OMol25; level of theory: ωB97M-V/def2-TZVPD.

## Properties
ΔE to the lowest compared entry with this formula, charge and spin ... 3.4487 eV
Multiplicity ... 3
Net charge ... +1
⟨S²⟩ ... 2.005
HOMO energy (spin up / spin down) ... -10.28 / -16.55 eV
Total energy ... -7260.0111 eV

Geometry as XYZ:
```
15
Properties=species:S:1:pos:R:3:mulliken_charge:R:1
H 0.670 0.400 0.866 0.467
H -1.101 0.247 1.463 0.385
H 0.016 1.645 -0.864 0.344
H 0.664 -1.348 -0.107 0.171
H -1.431 -2.530 -0.778 0.321
C 2.184 0.233 0.193 -0.345
N -0.408 0.241 0.659 -0.087
H -1.589 0.937 -0.849 0.329
H -1.476 2.165 0.166 0.346
N 3.332 0.187 -0.033 0.030
H 4.267 0.350 -0.319 0.293
C -0.778 1.385 -0.223 -0.785
C -0.393 -1.027 0.051 0.210
C -1.511 -1.622 -0.250 -1.083
H -2.445 -1.264 0.025 0.404
```